# C45H100B2F8N5

A cluster of 7 separate species, C45H100B2F8N5 in total in a non-equilibrium geometry (ωB97M-V with the def2-TZVPD basis set, OMol25).

The geometry in ORCA input format:
```
! wB97M-V def2-TZVPD RIJCOSX def2/J DEFGRID3
* xyz 3 1
C 3.23 0.55 -4.25
C 1.89 -0.16 -3.98
C 0.98 -0.08 -5.19
N -0.47 -0.45 -4.98
C -1.22 -0.11 -6.25
C -1.45 1.39 -6.46
C -2.05 2.05 -5.23
C -1.21 1.73 -4.01
C -1.03 0.26 -3.79
C -0.56 -1.90 -4.70
H 3.63 0.95 -3.33
H 3.12 1.33 -5.00
H 3.97 -0.15 -4.65
H 1.42 0.33 -3.12
H 2.09 -1.19 -3.68
H 1.30 -0.83 -5.92
H 1.05 0.88 -5.69
H -0.64 -0.54 -7.06
H -2.19 -0.60 -6.17
H -0.51 1.87 -6.74
H -2.14 1.48 -7.30
H -2.22 3.12 -5.33
H -3.04 1.59 -5.09
H -0.21 2.18 -4.05
H -1.70 2.09 -3.10
H -0.42 0.01 -2.93
H -1.97 -0.23 -3.50
H -1.61 -2.18 -4.60
H -0.03 -2.12 -3.78
H -0.19 -2.49 -5.54
C 5.76 6.20 3.20
C 4.36 5.98 3.73
C 3.76 4.74 3.09
N 2.32 4.42 3.34
C 1.49 5.35 2.51
C 0.01 5.02 2.56
C -0.23 3.60 2.08
C 0.62 2.60 2.87
C 2.08 2.97 3.01
C 2.01 4.63 4.79
H 6.44 5.41 3.50
H 6.19 7.10 3.65
H 5.80 6.35 2.12
H 3.74 6.85 3.49
H 4.37 5.88 4.82
H 4.30 3.85 3.43
H 3.91 4.73 2.00
H 1.86 5.32 1.48
H 1.67 6.35 2.89
H -0.53 5.72 1.92
H -0.34 5.13 3.58
H 0.15 3.53 1.05
H -1.29 3.35 2.09
H 0.57 1.61 2.40
H 0.13 2.43 3.84
H 2.59 2.80 2.06
H 2.55 2.43 3.83
H 0.99 4.30 4.98
H 2.13 5.67 5.08
H 2.65 3.96 5.35
C 3.92 -4.64 -1.00
C 3.72 -3.13 -1.08
C 4.53 -2.48 0.04
N 4.44 -1.00 0.16
C 3.11 -0.58 0.78
C 2.95 -1.10 2.19
C 4.10 -0.68 3.11
C 5.46 -0.94 2.46
C 5.56 -0.45 1.05
C 4.59 -0.35 -1.17
H 3.48 -5.16 -1.85
H 3.47 -5.04 -0.09
H 4.97 -4.90 -0.99
H 2.67 -2.85 -0.99
H 4.10 -2.77 -2.03
H 5.59 -2.70 -0.16
H 4.33 -2.94 1.00
H 2.38 -1.00 0.10
H 3.09 0.51 0.71
H 2.81 -2.19 2.16
H 2.00 -0.73 2.56
H 4.01 -1.23 4.04
H 3.94 0.38 3.34
H 5.62 -2.02 2.52
H 6.26 -0.53 3.06
H 6.48 -0.81 0.58
H 5.46 0.63 0.95
H 3.67 -0.65 -1.68
H 5.42 -0.78 -1.73
H 4.58 0.73 -1.14
C -8.59 1.02 -2.49
C -7.31 0.25 -2.13
C -6.67 0.79 -0.87
N -5.17 0.58 -0.74
C -4.71 1.10 0.58
C -4.77 2.62 0.72
C -4.04 3.31 -0.42
C -4.52 2.80 -1.79
C -4.39 1.27 -1.81
C -4.89 -0.85 -0.83
H -8.37 2.07 -2.69
H -9.32 0.94 -1.69
H -9.01 0.60 -3.40
H -6.60 0.32 -2.96
H -7.56 -0.81 -2.05
H -7.10 0.33 0.02
H -6.84 1.85 -0.71
H -5.31 0.62 1.36
H -3.70 0.72 0.75
H -5.80 2.96 0.82
H -4.22 2.83 1.64
H -4.22 4.38 -0.32
H -2.96 3.12 -0.36
H -5.58 3.03 -1.89
H -3.86 3.21 -2.55
H -4.65 0.89 -2.79
H -3.34 1.03 -1.62
H -5.16 -1.22 -1.81
H -5.46 -1.39 -0.06
H -3.85 -1.06 -0.57
C -2.55 -7.37 4.48
C -1.66 -6.21 4.02
C -2.30 -5.45 2.88
N -1.61 -4.17 2.50
C -0.12 -4.32 2.32
C 0.18 -5.27 1.20
C -0.40 -4.75 -0.11
C -1.89 -4.43 0.03
C -2.22 -3.59 1.25
C -1.82 -3.17 3.61
H -2.17 -8.30 4.05
H -3.59 -7.29 4.16
H -2.53 -7.49 5.56
H -0.70 -6.59 3.69
H -1.46 -5.53 4.85
H -3.34 -5.18 3.07
H -2.38 -6.10 2.01
H 0.27 -4.63 3.28
H 0.29 -3.32 2.18
H -0.28 -6.23 1.41
H 1.24 -5.49 1.04
H -0.27 -5.44 -0.95
H 0.11 -3.84 -0.44
H -2.47 -5.35 -0.04
H -2.17 -3.86 -0.86
H -3.28 -3.42 1.44
H -1.75 -2.62 1.08
H -1.78 -2.18 3.16
H -0.94 -3.17 4.25
H -2.76 -3.37 4.11
B -0.30 -0.49 -0.39
F -1.68 -0.19 -0.58
F 0.43 0.63 -0.73
F -0.09 -0.92 0.94
F 0.11 -1.55 -1.24
B 3.88 3.12 -0.57
F 4.84 2.60 0.33
F 2.74 2.28 -0.58
F 3.45 4.40 -0.10
F 4.38 3.27 -1.86
*
```

For the total energy, the calculation gives -78823.50017 eV.